[1]
The following is a DFT calculation (ωB97M-V with the def2-TZVPD basis set) of a 2-piece molecular cluster, C6H11N5 overall in a non-equilibrium geometry.

Calculated values
spin multiplicity	1
E_HOMO	-16.31	eV
ΔE to the lowest compared entry with this formula, charge and spin	4.2360	eV
total charge	+2
gap between HOMO and LUMO	0.247	Eh

Last column: Mulliken charge in e.
Geometry (Å):
C  -2.824  1.522  0.386  -0.52
C  -3.123  0.332  -0.201  -0.28
C  1.995  0.051  -0.213  0.00
C  1.166  -0.635  0.698  0.26
C  -0.991  0.314  0.290  0.02
C  -1.881  -1.721  -0.821  -0.88
N  -1.490  1.484  0.687  -0.04
N  1.209  -1.512  1.512  -0.33
N  4.101  0.998  -0.614  -0.62
N  3.244  0.294  0.084  0.42
N  -1.969  -0.407  -0.244  0.17
H  -3.444  2.370  0.596  0.41
H  -4.052  -0.042  -0.580  0.48
H  1.572  0.418  -1.142  0.49
H  -0.913  -2.166  -0.596  0.31
H  -2.674  -2.357  -0.422  0.35
H  -2.005  -1.666  -1.905  0.34
H  0.560  -1.905  2.177  0.32
H  -0.989  2.228  1.150  0.20
H  5.053  1.118  -0.284  0.29
H  3.845  1.370  -1.525  0.26
H  3.609  -0.087  0.969  0.34

Forces on atoms 1 to 2 (eV/Å):
-0.708 -0.328 -0.330
-0.419 0.772 0.266



[2]
The following is a DFT calculation (ωB97M-V with the def2-TZVPD basis set) of one molecule with the formula C23H25N5O5S2 in a non-equilibrium geometry.

Calculated values
spin multiplicity	1
E_HOMO	-7.73	eV
ΔE to the lowest compared entry with this formula, charge and spin	0.0731	eV
total charge	0
gap between HOMO and LUMO	0.258	Eh

Last column: Mulliken charge in e.
Geometry (Å):
C  -1.679  -3.920  4.687  -1.04
C  -0.596  -3.431  5.641  -0.25
C  0.566  -2.766  4.903  -1.17
N  0.136  -1.615  4.136  0.07
C  -0.135  -0.413  4.712  0.45
S  0.057  -0.076  6.299  -0.28
S  -0.723  0.742  3.527  -0.16
C  -0.504  -0.412  2.240  0.30
C  -0.601  -0.246  0.900  -1.07
C  -0.993  0.903  0.142  1.11
C  -0.606  1.082  -1.205  0.11
N  -1.190  2.006  -1.985  -0.29
C  -2.055  2.851  -1.483  0.19
N  -2.375  2.867  -0.147  0.08
C  -3.218  3.801  0.371  -0.45
C  -3.784  4.746  -0.418  -0.69
C  -3.504  4.750  -1.801  -0.48
C  -2.659  3.823  -2.339  0.79
C  -2.322  3.771  -3.792  -1.28
H  -1.247  3.869  -3.927  0.23
H  -2.830  4.563  -4.335  0.39
H  -2.611  2.807  -4.205  0.31
H  -3.965  5.493  -2.433  0.42
H  -4.446  5.481  0.008  0.42
H  -3.387  3.709  1.433  0.44
C  -1.891  1.841  0.731  -0.38
O  -2.317  1.825  1.875  -0.77
N  0.344  0.332  -1.822  0.26
C  0.554  0.510  -3.244  -0.92
C  1.593  1.605  -3.451  -0.63
N  2.773  1.258  -2.692  -0.03
C  2.832  0.383  -1.676  -0.45
O  3.881  0.068  -1.154  -0.68
C  1.506  -0.203  -1.150  0.15
C  1.582  -1.750  -1.235  -0.57
C  2.616  -2.208  -2.247  0.20
O  2.659  -1.835  -3.395  -0.65
O  3.449  -3.087  -1.717  -0.30
C  4.504  -3.558  -2.546  -0.72
H  4.926  -4.423  -2.043  0.24
H  4.120  -3.829  -3.532  0.31
H  5.258  -2.776  -2.657  0.30
H  1.835  -2.182  -0.268  0.27
H  0.611  -2.137  -1.552  0.44
H  1.467  0.084  -0.095  0.90
H  3.665  1.617  -3.003  0.27
H  1.856  1.690  -4.507  0.39
H  1.189  2.565  -3.105  0.33
H  -0.389  0.777  -3.715  0.53
H  0.939  -0.430  -3.647  0.48
H  -0.371  -1.140  0.334  0.70
C  -0.025  -1.693  2.770  0.53
O  0.241  -2.676  2.108  -0.66
H  1.008  -3.461  4.184  0.39
H  1.323  -2.435  5.619  0.42
H  -1.020  -2.720  6.353  0.26
H  -0.192  -4.272  6.205  0.36
H  -2.151  -3.084  4.174  0.22
H  -2.448  -4.459  5.234  0.40
H  -1.255  -4.583  3.936  0.27

Forces on atoms 1 to 2 (eV/Å):
0.137 -0.009 0.149
-0.009 0.066 -0.214



> Which value of total charge does entry 2 give?

0



> Which of these has the lowest E_HOMO?

C6H11N5